# 1
This record from OMol25 describes a structure of composition C13H13BrN3O2. The level of theory is wB97M-V/def2-TZVPD.

Charge: -1
HOMO-LUMO gap in Eh: 0.2361

Each line ends with the natural charge from an NBO analysis.
Geometry (Å):
1 C 2.01 -0.76 2.28  -0.641
2 C 0.65 -0.17 2.35  0.290
3 N -0.44 -1.03 2.17  -0.532
4 C -1.52 -0.19 2.24  0.084
5 C -2.93 -0.73 2.18  -0.627
6 C -1.05 1.16 2.42  -0.167
7 N 0.30 1.12 2.52  -0.415
8 H 2.78 0.03 2.27  0.202
9 H 2.14 -1.45 3.13  0.212
10 H 2.07 -1.39 1.36  0.225
11 H -3.67 0.04 2.16  0.202
12 H -3.10 -1.35 1.30  0.205
13 H -3.16 -1.37 3.03  0.201
14 H -1.67 2.06 2.40  0.208
15 Br 2.90 2.83 8.84  0.040
16 C 2.57 2.90 6.97  -0.077
17 C 3.50 2.41 6.05  -0.256
18 C 3.20 2.34 4.70  -0.204
19 C 1.88 2.66 4.22  0.054
20 C 1.50 2.60 2.81  -0.038
21 C 0.61 3.54 2.21  -0.297
22 N 0.77 3.71 0.85  0.466
23 O -0.01 4.46 0.14  -0.528
24 O 1.77 3.17 0.31  -0.530
25 C 1.05 3.37 5.15  -0.189
26 C 1.36 3.41 6.49  -0.254
27 H 4.45 2.05 6.45  0.220
28 H 4.00 2.06 3.99  0.224
29 H 2.27 2.21 2.10  0.270
30 H -0.05 4.26 2.75  0.205
31 H 0.16 3.90 4.76  0.228
32 H 0.63 3.82 7.20  0.221


# 2
This record from OMol25 describes a structure of composition C13H13I2NO2ReS5. The level of theory is wB97M-V/def2-TZVPD.

Energy relative to the best compared isomer or geometry (same formula, charge and spin) in kcal/mol: 0.0
Charge: +2
Spin multiplicity: 2
HOMO-LUMO gap (spin up / spin down) in Eh: 0.2139 / 0.2107
⟨S²⟩: 0.850

Each line ends with the natural charge from an NBO analysis.
Geometry (Å):
1 Re 0.43 -0.54 0.59  0.324
2 I 0.91 1.48 2.53  0.440
3 C -0.50 0.54 3.82  -0.703
4 I -1.28 -1.13 2.76  0.456
5 H -1.30 1.24 4.04  0.259
6 H 0.00 0.20 4.72  0.256
7 O 2.56 -3.00 -5.42  -0.451
8 C 2.17 -2.56 -4.40  0.235
9 S 2.86 -1.07 -3.64  0.428
10 C 1.86 -1.13 -2.23  -0.422
11 C 0.95 -2.19 -2.12  -0.436
12 S -0.09 -2.28 -0.79  0.341
13 S 0.90 -3.34 -3.40  0.433
14 S 1.94 0.07 -1.04  0.286
15 C 3.13 -3.37 3.10  -0.801
16 S 2.78 -1.65 2.77  1.253
17 C 4.33 -1.15 2.05  -0.813
18 O 1.82 -1.76 1.57  -0.953
19 H 3.45 -3.85 2.19  0.261
20 H 2.21 -3.81 3.48  0.267
21 H 3.90 -3.40 3.87  0.269
22 H 5.08 -1.14 2.85  0.272
23 H 4.20 -0.13 1.67  0.257
24 H 4.61 -1.83 1.25  0.260
25 N -1.01 0.67 -0.15  -0.466
26 C -1.85 1.33 -0.59  0.544
27 C -2.86 2.16 -1.14  -0.176
28 C -4.13 2.18 -0.54  -0.154
29 C -5.11 2.98 -1.10  -0.198
30 C -4.83 3.74 -2.22  -0.123
31 C -3.57 3.71 -2.81  -0.197
32 C -2.57 2.92 -2.28  -0.151
33 H -4.33 1.57 0.33  0.230
34 H -6.10 3.01 -0.65  0.246
35 H -5.60 4.36 -2.65  0.245
36 H -3.36 4.31 -3.69  0.247
37 H -1.59 2.88 -2.72  0.235


# 3
This record from OMol25 describes a structure of composition C13H13I2NO2ReS5. The level of theory is wB97M-V/def2-TZVPD.

Energy relative to the best compared isomer or geometry (same formula, charge and spin) in kcal/mol: 6.9
Charge: +2
Spin multiplicity: 2
HOMO-LUMO gap (spin up / spin down) in Eh: 0.2118 / 0.2109
⟨S²⟩: 0.774

Each line ends with the natural charge from an NBO analysis.
Geometry (Å):
1 Re -0.06 0.27 -1.45  0.702
2 I 3.56 -0.32 0.01  0.213
3 C 3.69 1.55 -0.96  -0.715
4 I 1.99 2.05 -2.16  0.407
5 H 4.53 1.53 -1.65  0.256
6 H 3.78 2.33 -0.22  0.248
7 O -6.82 0.34 -2.43  -0.460
8 C -5.65 0.33 -2.25  0.242
9 S -4.78 -1.07 -1.49  0.410
10 C -3.21 -0.35 -1.58  -0.396
11 C -3.12 0.91 -2.12  -0.468
12 S -1.56 1.65 -2.28  0.359
13 S -4.56 1.69 -2.68  0.408
14 S -1.81 -1.17 -1.02  0.131
15 C 1.69 -2.86 -4.28  -0.797
16 S 0.43 -2.51 -3.07  1.260
17 C 0.94 -3.58 -1.73  -0.804
18 O 0.89 -1.08 -2.58  -0.919
19 H 2.67 -2.71 -3.84  0.261
20 H 1.52 -2.20 -5.13  0.277
21 H 1.55 -3.90 -4.60  0.275
22 H 0.75 -4.61 -2.05  0.279
23 H 0.32 -3.36 -0.87  0.264
24 H 1.99 -3.42 -1.52  0.258
25 N 0.03 0.77 0.47  -0.516
26 C 0.06 1.03 1.60  0.580
27 C 0.09 1.34 2.98  -0.193
28 C -0.94 0.85 3.80  -0.133
29 C -0.91 1.17 5.15  -0.201
30 C 0.12 1.95 5.65  -0.104
31 C 1.14 2.43 4.83  -0.202
32 C 1.13 2.14 3.48  -0.136
33 H -1.73 0.25 3.39  0.238
34 H -1.69 0.80 5.80  0.250
35 H 0.14 2.19 6.71  0.247
36 H 1.93 3.04 5.24  0.249
37 H 1.90 2.50 2.83  0.230


# 4
This record from OMol25 describes the molecule C13H13N3O3. The level of theory is wB97M-V/def2-TZVPD.

Energy relative to the best compared isomer or geometry (same formula, charge and spin) in kcal/mol: 102.6
Charge: 0
HOMO-LUMO gap in Eh: 0.2880
SMILES: O=[N+]([O-])c1ccc(N2CCOCC2)c2cccnc12

Each line ends with the natural charge from an NBO analysis.
Geometry (Å):
1 O -1.24 -4.75 -0.88  -0.346
2 N -0.68 -4.35 0.11  0.517
3 O -0.43 -5.04 1.08  -0.410
4 C -0.30 -2.97 0.19  0.031
5 C -0.21 -2.39 1.44  -0.144
6 C 0.01 -1.03 1.59  -0.306
7 C 0.16 -0.20 0.48  0.242
8 C 0.28 -0.82 -0.81  -0.075
9 C 0.78 -0.16 -1.95  -0.162
10 C 0.86 -0.82 -3.15  -0.270
11 C 0.46 -2.16 -3.20  0.077
12 N 0.08 -2.83 -2.15  -0.389
13 C -0.01 -2.21 -0.96  0.146
14 H 0.49 -2.72 -4.12  0.195
15 H 1.25 -0.34 -4.03  0.222
16 H 1.15 0.85 -1.88  0.218
17 N 0.24 1.16 0.62  -0.420
18 C -0.36 2.07 -0.34  -0.245
19 C -1.28 3.06 0.39  -0.078
20 H -2.06 2.50 0.93  0.169
21 O -0.56 3.88 1.28  -0.525
22 C 0.59 3.25 1.81  -0.074
23 H 0.76 3.69 2.80  0.203
24 C 0.41 1.74 1.94  -0.248
25 H 1.29 1.31 2.41  0.219
26 H -0.47 1.55 2.58  0.190
27 H 1.47 3.46 1.18  0.169
28 H -1.76 3.73 -0.33  0.201
29 H 0.40 2.65 -0.87  0.192
30 H -0.95 1.51 -1.07  0.229
31 H 0.01 -0.62 2.58  0.222
32 H -0.38 -3.01 2.31  0.248


# 5
This record from OMol25 describes the molecule C13H13N5O3. The level of theory is wB97M-V/def2-TZVPD.

Energy relative to the best compared isomer or geometry (same formula, charge and spin) in kcal/mol: 317.1
Charge: 0
HOMO-LUMO gap in Eh: 0.2829
SMILES: CN(C)C(=O)Cc1nnc(OC(=O)c2ccccc2)nn1

Each line ends with the natural charge from an NBO analysis.
Geometry (Å):
1 C -2.04 2.88 0.64  -0.437
2 N -2.29 3.04 -0.84  -0.504
3 C -3.34 2.08 -1.37  -0.434
4 C -1.02 3.04 -1.66  0.687
5 O -1.01 3.88 -2.74  -0.543
6 C 0.35 2.19 -1.38  -0.555
7 C 0.12 0.53 -1.42  0.338
8 N 0.99 -0.15 -2.33  -0.161
9 N 0.84 -1.45 -2.33  -0.167
10 C -0.16 -1.92 -1.42  0.553
11 O -0.30 -3.42 -1.38  -0.491
12 C 0.87 -3.90 -0.58  0.759
13 O 1.41 -5.12 -0.74  -0.510
14 C 1.50 -2.89 0.59  -0.181
15 C 2.90 -2.05 0.41  -0.209
16 C 3.34 -1.06 1.69  -0.232
17 C 2.46 -0.94 3.09  -0.222
18 C 1.07 -1.81 3.28  -0.228
19 C 0.63 -2.77 1.99  -0.198
20 N -1.06 -1.23 -0.54  -0.157
21 N -0.91 0.07 -0.54  -0.180
22 H -2.65 3.72 1.24  0.214
23 H -2.46 1.85 1.07  0.205
24 H -0.93 2.96 0.98  0.212
25 H -3.13 1.76 -2.50  0.227
26 H -4.42 2.58 -1.40  0.216
27 H -3.44 1.09 -0.73  0.202
28 H 1.16 2.54 -2.19  0.287
29 H 0.84 2.40 -0.32  0.257
30 H 3.56 -2.14 -0.56  0.265
31 H 4.33 -0.39 1.61  0.245
32 H 2.81 -0.25 3.98  0.242
33 H 0.39 -1.74 4.26  0.254
34 H -0.37 -3.38 2.14  0.247


# 6
This record from OMol25 describes the molecule C13H14BIN2O6. The level of theory is wB97M-V/def2-TZVPD.

Charge: 0
HOMO-LUMO gap in Eh: 0.2772
SMILES: NC[C@H](O)Cc1ccc2c(c1B(O)O)C(=O)N(CC(=O)I)C2=O

Each line ends with the natural charge from an NBO analysis.
Geometry (Å):
1 N 4.41 0.15 1.07  -0.880
2 C 4.19 1.32 0.14  -0.256
3 C 2.64 1.48 -0.39  0.105
4 O 1.64 1.54 0.70  -0.719
5 C 2.28 0.31 -1.53  -0.502
6 C 0.65 0.10 -1.46  0.114
7 C -0.30 1.02 -2.46  -0.226
8 C -1.96 0.92 -2.42  -0.153
9 C -2.59 -0.14 -1.33  -0.149
10 C -1.65 -1.08 -0.37  -0.062
11 C -0.01 -1.00 -0.40  -0.380
12 B 0.84 -1.98 0.60  1.175
13 O 2.04 -2.67 0.08  -0.944
14 O 0.45 -2.27 2.02  -0.925
15 C -2.70 -2.00 0.49  0.691
16 O -2.56 -3.21 1.05  -0.508
17 N -3.95 -1.13 0.45  -0.565
18 C -4.23 -0.26 1.66  -0.314
19 C -3.61 1.26 1.59  0.384
20 O -2.50 1.58 2.31  -0.518
21 I -4.42 2.91 0.36  0.124
22 C -4.13 -0.52 -0.92  0.680
23 O -5.25 -0.30 -1.63  -0.512
24 H 5.38 -0.19 0.93  0.372
25 H 4.38 0.56 2.05  0.368
26 H 4.97 1.28 -0.75  0.206
27 H 4.47 2.30 0.76  0.192
28 H 2.58 2.52 -0.96  0.191
29 H 1.83 0.82 1.38  0.477
30 H 2.91 -0.67 -1.35  0.264
31 H 2.52 0.82 -2.58  0.230
32 H 0.18 1.77 -3.22  0.241
33 H -2.69 1.54 -3.09  0.260
34 H 2.83 -2.51 0.68  0.512
35 H 0.40 -3.29 2.03  0.505
36 H -5.37 -0.16 1.94  0.252
37 H -3.70 -0.79 2.58  0.272


We obtain energy values of -3391.845808, -3372.469485, -3372.458453, -893.052243, -1002.079038, -1386.880369 hartree for the records listed above, in that order.